Here is C15H30Br12NO5PS as an isolated structure at a distorted geometry from OMol25. Energies are from ωB97M-V with the def2-TZVPD basis set.

Output
Electronic energy = -32647.90303 Eh
HOMO-LUMO gap = 6.63 eV

ORCA input file:
```
! wB97M-V def2-TZVPD RIJCOSX def2/J DEFGRID3
* xyz 0 1
C -4.3755 0.2648 3.1943
O -3.8863 1.3671 2.3627
C -2.5197 1.0307 1.9988
O -2.0140 1.9299 0.9566
P -0.7963 1.0330 0.1473
O 0.0425 0.3262 1.2476
O 0.2771 2.1063 -0.6490
O -1.3981 -0.0510 -1.0729
N -2.7726 -0.1649 -1.0485
C -3.3472 0.8435 -1.7279
S -4.0985 2.3401 -1.9433
H -4.8014 0.6721 4.1950
H -3.5404 -0.4855 3.4851
H -5.2468 -0.2595 2.6308
H -1.8061 1.1297 2.8964
H -2.5462 -0.0485 1.5921
H 1.0023 2.2589 0.0091
Br -1.7928 -1.7466 -0.1781
C -1.2044 -3.5311 -0.7246
C -1.4018 -4.5416 0.3802
Br -0.0275 -4.3628 1.7508
H -0.1650 -3.4369 -1.0417
H -1.8237 -3.7807 -1.5892
H -1.2911 -5.5591 -0.0028
H -2.3659 -4.4509 0.8817
Br 1.5876 -4.5576 -2.3130
C 2.5905 -3.0487 -3.0311
C 3.5140 -2.4634 -1.9914
Br 2.5306 -1.3737 -0.7070
H 1.8601 -2.3335 -3.4123
H 3.1608 -3.4584 -3.8670
H 4.2304 -1.7816 -2.4530
H 4.0553 -3.2182 -1.4197
Br 5.4962 -2.7466 -4.9636
C 6.0128 -0.8938 -5.2817
C 4.8360 -0.0685 -5.7416
Br 4.4191 -0.4131 -7.6142
H 6.8346 -0.9113 -5.9983
H 6.3831 -0.5333 -4.3199
H 5.0712 0.9966 -5.6944
H 3.9254 -0.2601 -5.1725
Br -5.4824 4.8027 -2.5860
C -5.3322 6.3454 -3.7686
C -4.0090 7.0477 -3.5869
Br -3.9969 8.1247 -1.9622
H -6.1919 6.9856 -3.5674
H -5.4163 5.9383 -4.7780
H -3.8350 7.7566 -4.3988
H -3.1624 6.3632 -3.5211
Br 1.6651 -6.3139 4.7680
C 3.4717 -5.6242 4.5243
C 3.5512 -4.1597 4.8795
Br 2.7938 -3.0472 3.4694
H 3.7561 -5.8339 3.4924
H 4.0951 -6.2174 5.1962
H 4.5919 -3.8404 4.9647
H 3.0231 -3.9094 5.8003
Br -1.3370 1.7476 5.2975
C -0.9008 3.6470 5.3218
C -0.2885 4.0839 4.0132
Br 1.5733 3.5217 3.8798
H -0.2494 3.8131 6.1806
H -1.8524 4.1550 5.4896
H -0.2616 5.1733 3.9458
H -0.8050 3.6833 3.1397
*
```



Here is a 2-piece molecular cluster, C33H40N3O4 overall at a distorted geometry from OMol25. Energies are from ωB97M-V with the def2-TZVPD basis set.

Output
Electronic energy = -1746.41481 Eh
HOMO-LUMO gap = 5.31 eV

ORCA input file:
```
! wB97M-V def2-TZVPD RIJCOSX def2/J DEFGRID3
* xyz 1 1
C 3.3731 -1.9909 -0.2421
O 2.5174 -2.9104 -0.9284
C 1.6983 -3.6441 -0.1624
O 1.5364 -3.4600 1.0337
C 1.0660 -4.7630 -0.9502
C 1.7426 -6.0910 -0.5417
C 0.6449 -7.0072 -0.0602
C -0.6717 -6.2997 -0.3537
N -0.3173 -4.9140 -0.5808
C -1.2631 -3.9418 -0.7179
C -1.0834 -2.5545 -0.7070
C -2.1794 -1.6489 -0.2770
C -3.6268 -2.2312 -0.2307
C -3.8070 -3.5948 -0.9139
C -2.6571 -4.5512 -0.6397
H 3.9377 -1.5239 -1.0482
H 2.7853 -1.2532 0.3049
H 4.0269 -2.5291 0.4512
H 1.1882 -4.5208 -2.0285
H 2.2597 -6.4531 -1.4256
H 2.4589 -5.9182 0.2613
H 0.6809 -7.9678 -0.5596
H 0.7104 -7.1639 1.0155
H -1.1403 -6.7635 -1.2367
H -1.3627 -6.4242 0.4860
H -0.1028 -2.0856 -0.8576
H -1.9324 -1.2826 0.7409
H -2.1609 -0.7197 -0.8655
H -3.9215 -2.3094 0.8278
H -4.3157 -1.5067 -0.6913
H -4.7326 -4.0959 -0.5776
H -3.9185 -3.4086 -1.9891
H -2.8313 -5.4049 -1.3182
H -2.8184 -4.9563 0.3750
C -4.2256 7.1073 -1.4324
O -3.5137 6.0823 -0.6835
C -2.9186 4.9872 -1.2310
C -2.2322 4.1090 -0.3225
C -1.7877 2.8763 -0.7594
C -2.0031 2.5421 -2.1203
C -2.5527 3.4221 -3.0567
C -2.9848 4.6787 -2.6261
N -1.2779 1.3791 -2.3803
C -1.0974 0.8328 -3.7050
C -0.6593 0.9221 -1.2521
C -0.8444 1.8650 -0.2293
C -0.0818 2.0130 0.9292
C 1.0862 1.3952 1.4607
C 1.5048 0.0719 1.6911
N 2.6807 0.0701 2.4174
C 3.1780 -1.1102 3.1131
C 3.1107 1.3873 2.6204
C 2.1413 2.2426 2.0396
C 2.2955 3.6184 2.1256
C 3.4525 4.1284 2.7885
O 3.7208 5.4616 2.8374
C 2.8421 6.3802 2.1605
C 4.4011 3.2593 3.4178
C 4.2318 1.8756 3.3119
H -4.3802 7.9087 -0.7110
H -3.6505 7.5048 -2.2807
H -5.2082 6.7515 -1.7707
H -2.1131 4.4325 0.7088
H -2.5783 3.1675 -4.1249
H -3.3524 5.4222 -3.3507
H -1.8982 1.2202 -4.3418
H -0.1253 1.1365 -4.1272
H -1.1230 -0.2632 -3.6606
H -0.0551 0.0213 -1.1851
H -0.2973 2.9631 1.4431
H 0.9887 -0.8417 1.4313
H 4.0937 -0.8927 3.6724
H 2.4451 -1.4678 3.8519
H 3.3243 -1.9224 2.3890
H 1.5482 4.3054 1.7046
H 3.3412 7.3492 2.2418
H 2.7141 6.1302 1.0954
H 1.8585 6.4366 2.6537
H 5.2494 3.7410 3.9201
H 4.9681 1.1898 3.7330
*
```



Here is C3H6FN3 in the gas phase at a distorted geometry from OMol25. Energies are from ωB97M-V with the def2-TZVPD basis set.

Output
Structure (SMILES) = NC1=NCCN1F
Electronic energy = -381.94789 Eh
HOMO-LUMO gap = 10.46 eV

ORCA input file:
```
! wB97M-V def2-TZVPD RIJCOSX def2/J DEFGRID3
* xyz 0 1
C -0.0666 0.6893 -0.5945
C 1.2841 -0.7104 0.2674
C -0.0779 -1.2359 0.5902
N 1.1667 0.3200 -0.6282
N -0.8256 0.0270 0.4107
N -0.6849 1.8084 -1.1436
F -2.0693 -0.3087 -0.1249
H 1.5135 -0.2404 1.2665
H 2.0148 -1.4403 0.0345
H -0.6073 -2.0173 -0.0883
H -0.2418 -1.3986 1.6336
H 0.0323 2.4730 -1.0857
H -1.4379 2.0339 -0.5377
*
```



Here is C4H5FN2 in the gas phase at a distorted geometry from OMol25. Energies are from ωB97M-V with the def2-TZVPD basis set.

Output
Electronic energy = -364.66629 Eh
HOMO-LUMO gap = 9.77 eV

ORCA input file:
```
! wB97M-V def2-TZVPD RIJCOSX def2/J DEFGRID3
* xyz 0 1
C -0.0224 -1.0149 -0.4114
C -1.6207 0.5010 0.3528
C 0.7591 0.0562 -0.4385
C 2.0147 0.7355 -0.4521
N -0.7172 1.3845 0.3302
N -1.3490 -0.7839 -0.0945
F 2.7370 0.1033 0.5343
H 0.1130 -2.0225 -0.6943
H -2.7224 0.7163 0.5609
H 1.8374 1.7916 -0.3186
H 2.4687 0.5195 -1.4179
H -2.0826 -1.5170 -0.3801
*
```